[1]
A cluster of 5 separate species, C25H64BrIN4O4Si in total, computed with the ωB97M-V functional and the def2-TZVPD basis.

Properties
SMILES string: CCCCCCCC[Si@@](C)(Br)I.COC[C@@H](C)N.COC[C@@H](C)N.COC[C@@H](C)N.COC[C@@H](C)N
Kohn-Sham gap: 9.61 eV
DFT total energy: -127135.43365 eV

ORCA input file:
```
! wB97M-V def2-TZVPD RIJCOSX def2/J DEFGRID3
* xyz 0 1
C -1.42 3.34 2.81
C -1.06 4.51 1.91
C 0.38 4.97 2.04
C 0.62 5.76 3.33
C 1.49 5.08 4.36
C 2.92 4.89 3.92
C 3.83 4.34 5.01
C 3.30 3.19 5.85
Si 3.16 1.50 5.06
C 1.96 0.45 6.01
Br 2.46 1.52 2.93
I 5.33 0.34 5.12
H -0.58 2.67 2.90
H -2.23 2.77 2.38
H -1.71 3.67 3.80
H -1.72 5.34 2.12
H -1.25 4.22 0.88
H 1.01 4.10 2.00
H 0.63 5.57 1.17
H -0.34 6.00 3.75
H 1.09 6.71 3.09
H 1.54 5.73 5.23
H 1.03 4.16 4.68
H 3.29 5.87 3.68
H 3.00 4.31 3.01
H 4.03 5.16 5.69
H 4.79 4.07 4.60
H 3.98 3.02 6.67
H 2.34 3.43 6.28
H 2.45 0.16 6.93
H 1.67 -0.43 5.46
H 1.08 1.03 6.25
C 0.48 0.32 -4.02
O 1.40 0.36 -2.95
C 1.62 1.63 -2.36
C 0.54 2.06 -1.36
C -0.77 2.49 -1.99
N 0.26 1.02 -0.36
H 0.53 1.22 -4.63
H -0.55 0.19 -3.66
H 0.73 -0.54 -4.64
H 2.57 1.54 -1.83
H 1.75 2.39 -3.14
H 0.95 2.92 -0.82
H -1.37 1.64 -2.30
H -1.37 3.05 -1.27
H -0.61 3.14 -2.86
H 1.11 0.81 0.16
H 0.06 0.16 -0.88
C -3.32 -0.32 -0.78
O -3.30 0.22 -2.09
C -3.67 -0.66 -3.13
C -5.18 -0.84 -3.33
C -5.85 -1.72 -2.27
N -5.89 0.44 -3.41
H -3.02 -1.38 -0.78
H -4.31 -0.23 -0.31
H -2.61 0.24 -0.18
H -3.27 -0.21 -4.04
H -3.18 -1.63 -3.00
H -5.30 -1.34 -4.29
H -6.02 -1.18 -1.34
H -6.83 -2.05 -2.63
H -5.26 -2.61 -2.05
H -5.55 0.97 -4.20
H -5.64 0.99 -2.59
C 2.21 -2.99 -5.60
O 1.67 -2.44 -6.79
C 1.48 -3.35 -7.86
C 0.18 -4.17 -7.78
C 0.21 -5.30 -6.75
N -1.00 -3.33 -7.54
H 2.93 -3.78 -5.81
H 1.42 -3.38 -4.95
H 2.71 -2.18 -5.07
H 1.43 -2.73 -8.75
H 2.35 -4.01 -7.96
H 0.06 -4.63 -8.76
H 0.06 -4.92 -5.74
H -0.59 -6.00 -6.95
H 1.16 -5.84 -6.78
H -1.10 -2.67 -8.30
H -0.81 -2.76 -6.72
C 1.46 -2.36 2.94
O 0.67 -2.30 4.12
C -0.41 -3.20 4.19
C -0.04 -4.62 4.64
C 0.66 -5.46 3.57
N 0.77 -4.64 5.86
H 0.84 -2.59 2.06
H 2.26 -3.10 3.03
H 1.91 -1.38 2.82
H -1.08 -2.78 4.94
H -0.95 -3.22 3.24
H -0.99 -5.12 4.87
H 1.71 -5.20 3.47
H 0.61 -6.51 3.83
H 0.18 -5.33 2.59
H 0.25 -4.21 6.62
H 1.57 -4.03 5.71
*
```

***

[2]
A cluster of 2 separate species, C3H9NO2 in total in a non-equilibrium geometry, computed with the ωB97M-V functional and the def2-TZVPD basis.

Properties
SMILES string: CC(=O)O.CN
Kohn-Sham gap: 9.28 eV
Relative energy (zero: lowest compared OMol25 entry of this formula, charge and spin): 1.457 eV
DFT total energy: -8841.49784 eV

ORCA input file:
```
! wB97M-V def2-TZVPD RIJCOSX def2/J DEFGRID3
* xyz 0 1
C -1.41 1.60 -0.18
C -1.83 0.13 -0.33
O -1.72 -0.68 0.53
O -2.21 -0.05 -1.61
H -2.23 2.15 0.34
H -1.40 1.99 -1.19
H -0.51 1.74 0.41
H -2.53 -0.88 -1.96
C 1.80 -0.62 0.14
N 2.21 -1.21 1.40
H 0.95 -1.05 -0.40
H 2.57 -0.45 -0.63
H 1.46 0.41 0.30
H 3.20 -1.11 1.53
H 1.63 -1.98 1.65
*
```

***

[3]
A cluster of 2 separate species, CH6NOPS2 in total in a non-equilibrium geometry, computed with the ωB97M-V functional and the def2-TZVPD basis.

Properties
Kohn-Sham gap (alpha / beta): 6.27 / 6.27 eV
Relative energy (zero: lowest compared OMol25 entry of this formula, charge and spin): 3.492 eV
DFT total energy: -35629.45315 eV

ORCA input file:
```
! wB97M-V def2-TZVPD RIJCOSX def2/J DEFGRID3
* xyz 0 1
C -1.48 0.03 0.08
N -0.72 0.56 -0.99
O 2.38 -0.17 -1.95
P 2.04 0.12 -0.42
S 3.39 1.25 0.41
S 1.87 -1.86 0.39
H -2.54 0.16 -0.17
H -1.29 -1.04 0.16
H -1.33 0.52 1.06
H -0.66 1.58 -0.93
H 1.65 -0.52 -2.47
H 1.70 -1.41 1.63
*
```

***

[4]
A cluster of 2 separate species, C4H11N2O2S in total in a non-equilibrium geometry, computed with the ωB97M-V functional and the def2-TZVPD basis.

Properties
Kohn-Sham gap: 9.89 eV
Relative energy (zero: lowest compared OMol25 entry of this formula, charge and spin): 0.860 eV
DFT total energy: -22227.88742 eV

ORCA input file:
```
! wB97M-V def2-TZVPD RIJCOSX def2/J DEFGRID3
* xyz 1 1
C 0.03 -0.79 0.76
C -2.36 -1.58 0.56
C -0.96 -1.49 0.09
C 0.05 1.61 -0.28
N 0.92 1.50 -1.23
N 0.29 2.43 0.69
O 1.69 -0.99 -1.37
O 2.37 0.18 0.72
S 1.79 -1.11 0.39
H -2.65 -0.84 1.17
H -2.97 -1.53 -0.36
H -2.57 -2.62 0.93
H -0.29 -0.05 1.38
H -0.61 -2.15 -0.66
H -0.97 1.05 -0.40
H 1.04 0.73 -1.76
H 1.84 1.94 -1.12
H 1.26 2.60 0.77
H 2.37 -1.44 -1.78
H -0.27 2.54 1.49
*
```

***

[5]
A cluster of 7 separate species, C10H28F6N5O6P in total in a non-equilibrium geometry, computed with the ωB97M-V functional and the def2-TZVPD basis.

Properties
Kohn-Sham gap: 8.13 eV
Relative energy (zero: lowest compared OMol25 entry of this formula, charge and spin): 0.000 eV
DFT total energy: -56161.77459 eV

ORCA input file:
```
! wB97M-V def2-TZVPD RIJCOSX def2/J DEFGRID3
* xyz 0 1
O -4.26 11.68 -6.42
H -5.17 11.31 -6.25
H -3.57 10.99 -6.11
H -4.25 11.83 -7.39
P -6.89 11.16 -3.81
F -5.43 10.61 -4.32
F -6.57 10.70 -2.32
F -6.34 12.66 -3.62
F -8.36 11.63 -3.38
F -7.16 11.54 -5.38
F -7.49 9.66 -4.07
O -9.04 16.43 -4.95
C -8.26 15.49 -4.90
N -8.55 14.34 -4.24
C -6.92 15.50 -5.61
H -9.37 14.28 -3.67
H -7.81 13.69 -4.02
H -6.88 15.10 -6.62
H -6.23 14.99 -4.93
H -6.52 16.52 -5.58
O -5.29 4.48 -5.32
C -5.24 5.68 -5.45
N -5.95 6.51 -4.62
C -4.48 6.41 -6.54
H -6.06 7.49 -4.84
H -6.66 6.07 -4.07
H -3.47 6.64 -6.19
H -4.96 7.34 -6.84
H -4.32 5.80 -7.42
O -2.92 9.59 -5.82
C -2.38 9.39 -4.71
N -1.26 10.04 -4.33
C -2.95 8.40 -3.75
H -0.75 9.63 -3.56
H -0.68 10.55 -4.98
H -2.48 7.42 -3.78
H -4.01 8.31 -3.93
H -2.91 8.70 -2.70
O -9.89 8.30 -8.02
C -9.53 8.53 -6.88
N -9.53 9.76 -6.32
C -8.96 7.43 -6.03
H -9.07 9.95 -5.44
H -9.90 10.51 -6.87
H -8.22 7.78 -5.30
H -8.38 6.72 -6.61
H -9.73 6.83 -5.54
O -6.32 6.94 0.60
C -6.45 7.31 -0.55
N -5.40 7.85 -1.24
C -7.78 7.32 -1.25
H -5.57 8.44 -2.04
H -4.54 7.96 -0.74
H -8.46 8.01 -0.74
H -8.23 6.33 -1.16
H -7.73 7.52 -2.32
*
```

***

[6]
A cluster of 2 separate species, C7H11N3O in total in a non-equilibrium geometry, computed with the ωB97M-V functional and the def2-TZVPD basis.

Properties
Kohn-Sham gap (alpha / beta): 5.76 / 7.22 eV
<S²>: 2.017
Relative energy (zero: lowest compared OMol25 entry of this formula, charge and spin): 0.561 eV
DFT total energy: -13947.67923 eV

ORCA input file:
```
! wB97M-V def2-TZVPD RIJCOSX def2/J DEFGRID3
* xyz 0 3
C -2.75 -0.71 -0.66
C -2.13 0.46 -1.28
C -2.06 -1.40 0.30
C -0.87 0.82 -0.90
C -0.61 -1.11 0.51
C 1.15 1.95 0.72
C 0.79 0.70 0.92
N 2.74 -2.01 -0.72
N -0.30 0.25 0.18
N 2.59 -0.96 -0.19
O 3.42 0.04 -0.78
H -3.69 -1.17 -0.91
H -2.51 0.87 -2.15
H -2.28 -2.36 0.80
H -0.26 1.56 -1.42
H -0.24 -1.16 1.56
H 0.07 -1.75 -0.13
H 3.43 0.79 -0.25
H 1.94 2.24 1.42
H 0.98 2.60 -0.10
H 1.00 0.09 1.74
H 3.42 -2.03 -1.49
*
```

***

[7]
A cluster of 8 separate species, C18H54N2O13 in total in a non-equilibrium geometry, computed with the ωB97M-V functional and the def2-TZVPD basis.

Properties
SMILES string: COCCNCCOC.COCCNCCOC.OCCO.OCCO.OCCO.O.O.O
Kohn-Sham gap: 8.91 eV
Relative energy (zero: lowest compared OMol25 entry of this formula, charge and spin): 2.266 eV
DFT total energy: -49133.54228 eV

ORCA input file:
```
! wB97M-V def2-TZVPD RIJCOSX def2/J DEFGRID3
* xyz 0 1
C -4.12 -2.59 1.94
O -3.30 -1.52 1.49
C -3.95 -0.83 0.35
C -2.90 0.22 -0.16
N -3.20 1.65 0.14
C -3.20 2.05 1.59
C -2.96 3.59 1.60
O -1.79 3.87 0.85
C -1.65 5.28 0.69
H -3.67 -2.93 2.87
H -4.23 -3.37 1.18
H -5.14 -2.28 2.17
H -4.92 -0.49 0.69
H -4.04 -1.52 -0.50
H -2.89 0.19 -1.25
H -1.94 -0.20 0.16
H -2.48 2.19 -0.33
H -2.34 1.55 2.05
H -4.11 1.76 2.11
H -2.69 3.77 2.64
H -3.87 4.17 1.40
H -1.80 5.83 1.62
H -2.36 5.75 0.00
H -0.64 5.64 0.51
C -0.16 -0.20 2.62
O 0.50 -1.26 3.34
C -0.06 -2.48 2.95
C 0.27 -3.00 1.54
N 0.85 -4.32 1.56
C 0.96 -4.88 0.25
C 1.56 -6.30 0.13
O 1.22 -6.87 -1.11
C 1.63 -8.21 -1.25
H -1.24 -0.33 2.65
H 0.15 -0.33 1.59
H 0.06 0.77 3.06
H -1.14 -2.52 3.13
H 0.30 -3.24 3.64
H 0.79 -2.15 1.10
H -0.63 -3.03 0.92
H 1.81 -4.28 1.89
H 1.47 -4.10 -0.34
H -0.07 -4.97 -0.11
H 1.12 -6.91 0.92
H 2.64 -6.25 0.32
H 1.53 -8.78 -0.32
H 2.65 -8.37 -1.63
H 0.96 -8.71 -1.95
O 3.93 -0.04 0.72
C 3.51 -1.22 0.01
C 4.74 -1.73 -0.78
O 5.71 -2.23 0.15
H 3.57 -0.18 1.60
H 3.03 -1.87 0.75
H 2.76 -1.14 -0.78
H 5.25 -0.93 -1.32
H 4.49 -2.61 -1.38
H 6.60 -2.26 -0.21
O 0.69 2.53 0.94
C 1.97 3.13 1.17
C 2.50 3.86 -0.12
O 2.02 5.20 -0.24
H 0.09 3.27 1.07
H 1.71 3.88 1.92
H 2.77 2.50 1.55
H 2.24 3.30 -1.02
H 3.59 3.86 -0.05
H 2.23 5.50 -1.13
O -2.59 4.03 -3.80
C -2.11 4.24 -2.50
C -0.60 3.89 -2.39
O 0.14 4.56 -3.46
H -3.49 4.36 -3.77
H -2.11 5.33 -2.39
H -2.74 3.74 -1.76
H -0.45 2.81 -2.39
H -0.21 4.35 -1.48
H -0.38 4.31 -4.23
O -0.74 -0.10 -3.53
H -0.24 -0.29 -2.72
H -0.65 0.85 -3.64
O 0.43 0.20 -1.07
H 0.33 1.12 -0.80
H 1.22 0.20 -1.63
O 2.41 0.78 -3.01
H 2.42 1.58 -3.55
H 2.98 0.17 -3.47
*
```

***

[8]
A structure of composition C16H33Cl2PPb in a non-equilibrium geometry, computed with the ωB97M-V functional and the def2-TZVPD basis.

Properties
Kohn-Sham gap: 4.25 eV
Relative energy (zero: lowest compared OMol25 entry of this formula, charge and spin): 1.050 eV
DFT total energy: -56705.31148 eV

ORCA input file:
```
! wB97M-V def2-TZVPD RIJCOSX def2/J DEFGRID3
* xyz 0 1
Pb -3.13 0.56 -0.90
Cl -0.97 -0.46 -2.08
Cl -2.03 0.56 1.45
C -4.13 2.28 -1.65
H -4.65 3.06 -1.05
H -4.51 2.15 -2.70
C -2.44 -3.13 0.68
C -3.26 -2.31 0.14
H -2.18 -3.03 1.73
C -3.74 -2.49 -1.31
H -3.70 -1.53 0.78
C -3.69 -3.95 -1.68
H -4.76 -2.11 -1.44
H -3.10 -1.96 -2.05
C -2.32 -4.51 -1.47
H -4.43 -4.53 -1.15
H -3.96 -4.08 -2.71
C -1.71 -4.22 -0.03
H -2.25 -5.59 -1.69
H -1.63 -4.00 -2.15
H -1.72 -5.16 0.54
H -0.65 -3.94 -0.19
C 1.70 1.86 -2.31
C 2.52 1.46 -1.08
C 3.56 2.53 -0.71
P 1.31 0.92 0.24
C 2.21 -0.33 1.27
C 3.69 -0.05 1.52
C 1.43 -0.64 2.56
C 0.96 2.40 1.34
C 2.09 2.83 2.27
C 0.40 3.56 0.51
H 1.13 2.78 -2.14
H 1.00 1.06 -2.56
H 2.38 2.02 -3.16
H 3.06 0.52 -1.31
H 3.10 3.50 -0.50
H 4.20 2.23 0.12
H 4.21 2.66 -1.59
H 2.13 -1.22 0.61
H 3.84 0.82 2.16
H 4.12 -0.92 2.04
H 4.25 0.08 0.59
H 0.35 -0.68 2.36
H 1.75 -1.61 2.94
H 1.62 0.11 3.33
H 0.12 2.00 1.94
H 3.01 3.08 1.72
H 1.76 3.74 2.79
H 2.31 2.08 3.03
H -0.49 3.26 -0.05
H 0.11 4.37 1.20
H 1.15 3.97 -0.19
*
```

***

> What is the formula in the first record?

C25H64BrIN4O4Si

***

> Among the records above, which one has the lowest DFT total energy?

C25H64BrIN4O4Si

***

> DFT total energy of number 2 (C3H9NO2)?

-8841.49784 eV

***

> The lowest DFT total energy belongs to which entry?

C25H64BrIN4O4Si